[1]
This record from the OMol25 dataset describes a structure of composition C42H92F9N2Ni2O20 in a non-equilibrium geometry. The level of theory is wB97M-V/def2-TZVPD.

```
167
Properties=species:S:1:pos:R:3:forces:R:3:lowdin_charge:R:1
Ni 0.716560 3.822123 -1.212806 1.8 -1.5 1.1 0.8562
Ni 3.685230 1.977263 -2.103570 -0.9 1.2 0.4 0.7739
C 1.250930 3.516509 2.275342 -1.0 -2.6 -3.7 -0.3624
O -0.132931 3.586634 2.568367 -0.4 0.9 -0.4 -0.0868
O 1.346716 3.567833 0.853877 0.8 0.7 1.9 -0.2107
C 2.072329 4.404583 3.186896 0.6 2.0 -1.5 -0.5990
F 1.378961 5.488897 3.518704 -0.5 1.0 0.3 0.1495
F 2.416565 3.824288 4.308459 0.1 -1.2 1.2 0.1727
F 3.235005 4.853949 2.640296 -0.4 -0.4 -0.3 0.1279
C -0.716824 3.014515 3.694900 0.5 0.4 1.2 -0.2842
C -2.232160 3.093758 3.648805 0.3 -1.0 -0.4 -0.0575
H -2.629839 2.401776 2.906423 -0.1 0.0 0.0 0.0418
H -2.566877 2.732904 4.621351 -0.3 0.2 0.0 0.0795
H -2.628363 4.081908 3.414938 0.3 0.1 0.3 0.0855
H -0.431144 3.505019 4.625432 0.3 0.7 0.1 0.1110
H -0.315436 2.020408 3.891765 -0.3 -0.7 -0.5 0.1203
H 1.605547 2.514250 2.515807 0.0 -0.5 0.6 0.1417
C 3.286550 5.410268 -1.630604 -0.9 -1.4 2.5 -0.3380
O 2.075949 5.810394 -0.965044 -0.5 2.3 -0.2 -0.1871
O 2.919743 4.120441 -1.985781 0.6 1.3 -1.4 -0.2433
C 3.752837 6.586286 -2.650508 0.1 -2.0 0.4 -0.4996
F 4.759643 6.123955 -3.418376 0.0 0.6 0.5 0.1296
F 2.732724 6.810764 -3.460584 -0.8 0.7 -0.7 0.1385
F 4.123847 7.808010 -2.114185 -0.3 -1.8 -0.3 0.1070
C 2.168070 6.922191 -0.056877 -0.7 0.3 0.3 -0.2259
C 1.506963 8.234412 -0.589161 0.0 -1.7 0.0 -0.0432
H 1.771274 8.489744 -1.615341 0.5 0.2 0.3 0.0639
H 0.458884 7.942502 -0.655621 -0.3 0.5 0.1 0.0451
H 1.639802 9.042529 0.130141 0.0 0.1 -0.2 0.0794
H 3.155681 7.052743 0.385497 0.5 0.0 -0.7 0.1204
H 1.616799 6.628198 0.836293 -0.4 -0.2 0.0 0.1039
H 3.900149 5.390601 -0.729942 1.6 0.0 -0.6 0.1486
C 0.241659 1.007714 -1.511883 1.1 2.4 -1.3 -0.2562
O -0.565334 2.047794 -0.887107 0.3 -0.5 0.2 -0.1405
O 1.415623 1.720845 -1.923328 -1.6 -1.1 1.9 -0.2336
C 0.246759 -0.352413 -0.658149 0.8 1.2 0.2 -0.5741
F 1.360748 -0.970541 -0.903978 2.1 -1.0 -1.1 0.1623
F 0.245197 -0.248262 0.682350 -0.5 0.7 0.4 0.1298
F -0.723257 -1.216207 -0.968936 -0.9 0.3 -0.4 0.1446
C -1.552754 1.704199 0.063940 -0.9 0.6 0.6 -0.2465
C -2.482614 2.877326 0.149583 0.2 1.3 0.4 -0.0717
H -3.188551 2.787944 0.975265 -0.6 -0.4 -0.6 0.0705
H -1.986869 3.797594 0.458517 0.8 -0.2 0.1 0.0665
H -2.867061 3.157085 -0.831256 -0.7 -0.4 0.0 0.0760
H -1.187007 1.497576 1.069736 0.6 0.1 -0.2 0.1140
H -2.142545 0.837693 -0.235085 0.2 -0.3 -0.4 0.1069
H -0.274121 0.817621 -2.453125 -0.3 -0.9 0.1 0.1349
C 1.467355 -3.537866 0.901280 1.1 0.5 0.0 -0.0460
C 2.006081 -4.916432 1.411530 -1.6 0.2 -0.4 -0.4365
C 0.969670 -5.942059 0.861170 0.7 -0.4 -0.2 -0.1425
C 1.430804 -7.415668 1.059512 0.7 1.0 -0.4 -0.1587
C 2.814562 -7.578444 0.369269 -0.6 0.9 0.9 -0.1267
C 3.912307 -6.540171 0.843160 0.1 -1.9 0.7 -0.4770
N 3.299020 -5.225198 0.740458 -0.4 0.0 -0.8 -0.1038
O 4.280137 -4.212746 0.889564 -0.1 0.1 0.6 -0.0161
C 4.526474 -6.864060 2.275639 -1.2 0.1 -0.8 -0.0197
C 5.088226 -6.822048 -0.113027 0.5 2.0 -0.3 -0.0617
C 1.959232 -4.935572 2.989230 1.4 -0.1 -0.9 -0.0026
H 2.022675 -2.713041 1.347795 0.1 0.0 0.3 0.0777
H 0.416521 -3.313148 1.083839 0.0 -0.6 0.3 0.0557
H 1.602738 -3.350406 -0.163913 0.1 -0.6 -0.2 0.0736
H -0.030729 -5.679187 1.204964 0.0 -0.3 0.9 0.1039
H 0.820159 -5.747782 -0.200904 0.5 -0.1 -0.4 0.1134
H 0.733240 -8.083090 0.553494 -0.1 -0.2 0.4 0.1047
H 1.568296 -7.649323 2.115260 -0.5 -0.2 0.1 0.0926
H 2.589671 -7.408205 -0.683603 0.5 0.1 -0.2 0.1118
H 3.199158 -8.591712 0.485342 0.0 0.0 0.1 0.1131
H 3.725469 -6.899122 3.014061 0.1 -0.2 0.1 0.0543
H 5.019210 -7.834306 2.212944 0.0 0.0 0.2 0.0748
H 5.234063 -6.102338 2.603059 0.0 0.0 -0.3 0.0813
H 5.917939 -6.137290 0.062420 0.2 0.1 0.7 0.0731
H 5.517068 -7.815581 0.017681 -0.5 -0.1 -0.3 0.0855
H 4.899069 -6.525437 -1.144692 -0.6 -0.8 -0.3 0.0825
H 1.412219 -4.082581 3.390858 -0.2 -0.3 0.0 0.0603
H 2.996508 -4.864276 3.316440 0.0 0.4 0.2 0.0699
H 1.644951 -5.897093 3.395187 -0.5 0.2 -0.1 0.0692
H 4.426556 -3.941973 -0.019739 0.1 0.2 0.0 0.0964
C -3.972146 -4.670118 5.725401 -0.8 -0.2 -0.1 -0.0440
C -3.344407 -3.423614 5.047616 -1.3 0.8 1.9 -0.4929
C -1.856820 -3.497798 5.245113 -0.2 -1.8 0.8 -0.1866
C -1.061647 -2.447727 4.631408 0.6 1.0 -1.4 -0.1924
C -1.321689 -2.535499 3.133593 -1.2 0.0 -0.7 -0.1265
C -2.842285 -2.531577 2.633164 1.6 -0.6 0.1 -0.4276
N -3.684637 -3.292345 3.629380 4.4 0.1 -0.3 -0.1348
O -4.987099 -3.190309 3.343106 -2.5 -0.1 -0.5 0.0035
C -3.201107 -1.054330 2.404281 -0.7 -1.4 0.8 -0.0234
C -2.872546 -3.240610 1.228609 -0.1 0.1 1.0 -0.0219
C -3.913962 -2.256572 5.915433 0.4 0.9 -0.9 -0.0300
H -3.770315 -5.653345 5.300411 0.0 0.2 -0.6 0.0816
H -5.043662 -4.497020 5.825373 -0.2 -0.3 -0.6 0.0751
H -3.728309 -4.811662 6.778303 0.7 0.6 0.1 0.0806
H -1.638187 -3.603945 6.307675 -0.2 0.0 0.1 0.1313
H -1.600405 -4.452873 4.786655 0.5 -0.3 0.0 0.1292
H 0.008082 -2.636589 4.721490 0.1 0.0 0.4 0.1100
H -1.243391 -1.462522 5.060899 -0.1 0.1 -0.1 0.1133
H -0.905372 -3.489945 2.811374 0.2 0.1 -0.1 0.0880
H -0.829518 -1.703245 2.630368 0.1 -0.2 -0.3 0.1064
H -4.279797 -1.060038 2.247732 -0.1 0.7 0.2 0.0794
H -2.880436 -0.606508 3.344865 -0.4 0.9 -0.3 0.0800
H -2.701141 -0.683195 1.509632 0.2 0.1 0.3 0.0627
H -2.518306 -4.268424 1.307475 0.2 0.0 0.0 0.0759
H -3.864157 -3.282291 0.777999 -0.3 0.1 0.2 0.0699
H -2.261793 -2.667519 0.530999 0.2 -0.1 0.0 0.0644
H -3.675473 -2.319246 6.977175 -0.3 -0.5 0.0 0.0858
H -4.976827 -2.100498 5.730863 -0.1 -0.3 0.2 0.0806
H -3.443134 -1.318822 5.620395 0.1 0.2 -0.2 0.0625
H -5.082412 -3.988044 2.817634 -1.0 -0.1 -0.1 0.1120
C -5.077593 1.052347 -0.602104 -0.1 1.1 -0.6 -0.2511
C -4.824528 0.566558 -2.050187 -0.9 1.4 1.5 -0.2293
O -4.626280 -0.801414 -2.019910 1.4 -1.6 -0.6 -0.0546
O -6.381114 0.808952 -0.192139 -1.6 -0.8 -0.3 -0.0464
H -5.013443 2.138390 -0.534972 0.7 -0.1 0.0 0.1130
H -4.500959 0.515808 0.151359 1.2 0.3 -0.5 0.1086
H -3.990458 1.148934 -2.441664 0.5 -0.6 -0.1 0.0996
H -5.663809 0.766434 -2.716334 -0.3 0.5 0.2 0.1275
H -5.407188 -1.309699 -1.788770 -0.1 0.2 -0.2 0.1035
H -6.478723 -0.116677 -0.427280 -0.9 -0.3 0.5 0.0723
C -1.303462 5.824389 -2.073353 -0.6 0.3 0.6 -0.1867
C -0.477909 5.391982 -3.244035 0.1 1.5 0.0 -0.2050
O -0.129066 4.035513 -3.174581 0.2 0.1 0.2 -0.0436
O -0.604146 5.421891 -0.897903 -0.5 0.3 -0.1 -0.0913
H -2.322190 5.439719 -2.025067 -0.1 -0.7 -0.3 0.1219
H -1.475013 6.900787 -2.066573 0.5 0.3 -0.2 0.1311
H 0.454899 5.953482 -3.192178 0.0 0.0 -0.2 0.1204
H -1.030009 5.688439 -4.135887 0.2 -0.4 -0.4 0.1314
H -0.957324 3.567152 -3.301973 -0.4 -1.1 -0.1 0.0667
H -0.883595 6.011940 -0.194087 0.4 -0.4 0.5 0.1240
C 3.439419 0.644267 -4.701622 -0.8 1.1 -2.4 -0.2426
C 4.317326 -0.207801 -3.845406 -1.3 1.0 0.0 -0.2119
O 3.667255 -0.153653 -2.539484 1.1 -0.4 -0.7 -0.1579
O 3.345515 2.025831 -4.306659 0.6 -0.6 1.3 -0.1285
H 2.420037 0.281165 -4.832526 0.0 -0.5 0.5 0.1190
H 3.825628 0.743702 -5.716042 0.4 -0.7 -0.2 0.1198
H 5.307593 0.246785 -3.873769 0.2 -0.4 0.6 0.1025
H 4.272016 -1.228689 -4.224669 0.2 -0.1 0.0 0.1262
H 3.604660 -1.062803 -2.237615 -0.2 -0.2 0.6 0.0856
H 2.924651 2.530156 -5.006754 -0.3 0.3 0.0 0.1011
C 4.124319 0.979591 1.008182 -1.0 -1.0 -1.2 -0.1517
C 5.362090 0.170057 0.604524 -0.6 0.4 -0.2 -0.2575
O 6.569924 0.868601 0.768595 0.5 -0.2 0.7 -0.0661
O 3.720475 1.966190 -0.019906 1.5 -0.9 1.7 -0.1691
H 4.158182 1.312685 2.045488 0.7 1.1 -0.2 0.1238
H 3.252146 0.333726 1.109490 0.0 -0.7 -0.5 0.1047
H 5.335361 -0.206223 -0.418118 -0.6 0.3 -0.3 0.0924
H 5.363803 -0.747083 1.193543 0.3 0.2 0.5 0.1181
H 6.496351 1.766253 0.436313 -0.2 0.0 -0.3 0.0790
H 2.918860 2.357842 0.334533 -1.1 1.1 0.0 0.0360
C -4.379765 2.604644 -5.581874 -0.3 0.6 -0.1 -0.2324
C -2.958693 3.033250 -5.204369 -0.3 0.7 -1.9 -0.2437
O -2.459064 2.541138 -4.021437 0.0 -0.1 1.5 -0.0608
O -4.363673 1.347667 -6.202783 0.7 -1.0 -0.2 -0.0628
H -4.807977 3.339517 -6.263548 0.2 0.3 -0.3 0.1149
H -5.080084 2.590699 -4.746735 0.3 0.1 0.6 0.1157
H -2.888817 4.119720 -5.257192 -0.3 0.2 0.7 0.1181
H -2.237488 2.761389 -5.975112 -0.4 -0.4 -0.7 0.1324
H -2.427530 1.589741 -4.145714 0.4 -0.7 0.5 0.0637
H -5.224747 0.924116 -6.230277 -0.1 0.3 0.1 0.0947
C -1.107782 -1.530685 -5.554742 0.6 -0.2 2.1 -0.2014
C -2.454619 -1.287726 -4.896215 -0.4 0.2 -0.2 -0.1951
O -2.215081 -0.534229 -3.678524 0.4 0.3 -0.9 -0.0992
O -0.291806 -2.187784 -4.566025 0.1 -0.2 -0.5 -0.0818
H -0.672011 -0.540412 -5.687330 0.1 0.1 -0.8 0.1119
H -1.049563 -2.182997 -6.426061 -0.5 0.4 -0.1 0.1281
H -2.963615 -2.207493 -4.608025 0.1 -0.2 -0.2 0.1276
H -3.082621 -0.677907 -5.545699 -0.2 -0.1 -0.2 0.0979
H -3.051468 -0.499184 -3.208590 -0.1 -0.4 0.3 0.0340
H -0.456104 -1.702222 -3.754343 0.1 0.0 0.4 0.0474
```
Forces are in eV/Å.

As for the expectation value of S²: 8.756. Its LUMO energy (alpha / beta) is -0.20 / -0.20 eV. The value obtained for the HOMO energy (alpha / beta) is -3.5 / -8.2 eV. The total energy comes out at -7184.79775 a.u. Its HOMO-LUMO gap (alpha / beta) is 3.337 / 7.963 eV. Its spin multiplicity is 6.

---

[2]
This record from the OMol25 dataset describes a structure of composition C33H38N3O3P2Re in a non-equilibrium geometry. The level of theory is wB97M-V/def2-TZVPD.

```
80
Properties=species:S:1:pos:R:3:forces:R:3:lowdin_charge:R:1
Re 0.148160 0.013839 0.040224 -1.5 -0.8 1.1 1.4062
C -2.717437 3.913237 -1.560495 0.2 0.4 0.1 -0.0719
O -3.551802 2.818541 -1.885299 0.1 -0.4 -0.1 -0.0951
C -3.929974 1.951911 -0.888927 -0.1 -0.2 0.2 -0.2150
C -5.253808 1.583486 -0.837267 0.4 0.2 0.0 0.0155
C -5.693358 0.575220 0.021435 0.0 -0.3 0.3 -0.0754
C -4.796694 -0.086892 0.819513 -0.3 0.0 -0.1 -0.0446
C -3.431991 0.243242 0.801809 0.4 0.5 -0.6 -0.1451
C -2.540204 -0.431638 1.676325 -0.2 0.0 0.2 -0.0252
N -1.234348 -0.476094 1.635415 0.1 0.9 -1.6 -0.1374
N -0.656398 -0.989927 2.731808 1.1 -0.9 1.8 0.0650
C 0.654441 -1.003379 2.719761 -2.1 0.0 0.5 -0.4989
O 1.327482 -0.539838 1.727260 0.2 0.9 -2.6 -0.2322
C 1.366540 -1.581966 3.866011 0.3 -0.1 0.1 -0.1542
C 0.673367 -2.323815 4.821732 0.0 0.1 -0.1 -0.0179
C 1.365327 -2.934100 5.850006 0.0 0.0 0.0 -0.0652
C 2.745046 -2.817451 5.931927 0.0 0.0 0.0 -0.0689
C 3.435133 -2.067477 4.993104 0.1 0.0 0.1 -0.0702
C 2.751796 -1.450545 3.963255 -0.2 0.0 -0.1 -0.0265
C -2.965989 1.322272 -0.027580 -0.9 -0.4 0.0 -0.3244
O -1.742821 1.683165 -0.011429 1.0 0.0 -0.1 -0.2509
H -2.502671 4.415502 -2.503702 -0.1 0.0 0.1 0.0959
H -1.787418 3.582713 -1.093536 -0.2 0.1 -0.1 0.0467
H -3.237151 4.605263 -0.890175 0.0 0.0 0.0 0.1047
H -5.951093 2.077607 -1.495010 0.0 0.1 -0.1 0.1266
H -6.740576 0.321931 0.042254 -0.1 -0.1 0.0 0.1073
H -5.126748 -0.895020 1.454042 -0.1 -0.1 0.1 0.1152
H -3.003460 -0.938291 2.520273 0.2 -0.1 0.1 0.1414
H -0.396350 -2.430913 4.728708 -0.1 0.0 0.0 0.1108
H 0.830662 -3.512542 6.585081 -0.1 -0.1 0.1 0.1074
H 3.283834 -3.324508 6.718175 0.0 0.0 0.1 0.1083
H 4.508383 -1.975317 5.059381 0.1 0.0 0.0 0.1070
H 3.289677 -0.883393 3.217597 0.0 0.0 -0.1 0.1066
N -1.188361 0.131144 -1.979962 0.5 0.1 0.9 0.0432
C -0.601456 -0.401086 -3.165536 0.3 -0.4 -0.4 -0.2734
C -0.620926 0.337817 -4.339330 -0.1 -0.1 0.1 -0.0470
C -0.055707 -0.171974 -5.494398 0.0 0.0 0.0 -0.0705
C 0.557363 -1.413783 -5.462703 0.1 0.0 -0.1 -0.0626
C 0.588202 -2.143625 -4.288798 0.0 0.1 0.0 -0.0284
C -0.015987 -1.669103 -3.123194 0.0 0.4 -0.1 -0.1566
C -0.076984 -2.520423 -1.921940 -0.2 -0.3 0.1 -0.2064
C -0.324627 -3.875098 -2.165015 0.0 0.0 -0.1 -0.0378
C -0.311202 -4.814181 -1.155253 0.1 0.0 0.1 -0.0606
C -0.029984 -4.398311 0.133208 0.0 0.1 -0.1 -0.0647
C 0.157886 -3.051597 0.387468 0.2 0.0 0.4 -0.1076
C 0.098584 -2.062627 -0.598909 0.3 0.7 -0.1 -0.2082
H -1.529066 1.080074 -2.149806 0.0 -0.2 0.3 0.0960
H -1.989459 -0.440274 -1.694631 0.1 0.2 0.0 0.1314
H -1.089969 1.310841 -4.347286 -0.1 0.1 0.0 0.1216
H -0.091228 0.394912 -6.410740 0.0 0.1 -0.1 0.1117
H 0.999884 -1.823278 -6.358581 0.1 0.0 0.0 0.1115
H 1.094183 -3.098216 -4.269447 0.0 -0.1 0.0 0.1206
H -0.550446 -4.189488 -3.174478 0.0 0.0 -0.1 0.1157
H -0.491484 -5.853908 -1.379377 0.0 -0.1 0.0 0.1108
H 0.050143 -5.106094 0.942994 -0.1 -0.1 0.1 0.1102
H 0.373507 -2.801111 1.415097 -0.1 0.1 -0.1 0.0751
C -0.288181 3.867319 1.359524 -0.2 -0.4 -0.2 -0.2321
P 0.714890 2.350840 1.177870 0.8 0.8 0.3 0.8555
C 1.309749 2.229685 2.912725 -0.1 -0.3 -0.2 -0.2262
C 2.233277 2.993906 0.324369 -0.2 -0.2 0.1 -0.3855
C 3.084590 1.817066 -0.142516 -0.2 -0.1 0.0 -0.3940
P 2.122599 0.676087 -1.235625 1.1 0.5 -0.4 0.7766
C 3.401496 -0.528399 -1.704587 -0.4 -0.1 0.1 -0.2106
C 1.913781 1.679644 -2.757461 -0.2 -0.2 0.3 -0.2098
H 0.253049 4.581849 1.976870 0.0 0.0 0.0 0.0563
H -1.231000 3.600353 1.832650 0.0 0.1 0.0 0.0568
H -0.501246 4.310974 0.391957 0.0 0.0 -0.1 0.0313
H 1.706197 3.194210 3.233465 0.0 0.0 -0.1 0.0559
H 2.073890 1.463721 3.022001 0.0 0.0 0.0 0.0323
H 0.462692 1.968708 3.547025 0.0 -0.1 0.1 0.0605
H 2.796856 3.633664 1.008221 0.0 0.0 -0.1 0.0944
H 1.923066 3.601889 -0.530925 0.0 0.0 0.1 0.0809
H 3.407456 1.223920 0.719931 0.1 0.0 -0.1 0.0830
H 3.973402 2.160188 -0.681618 -0.1 -0.1 0.0 0.0960
H 4.287628 -0.003242 -2.060346 0.0 0.0 0.0 0.0612
H 3.018670 -1.183383 -2.482769 0.0 -0.1 -0.1 0.0440
H 3.651004 -1.129099 -0.833167 0.1 -0.1 0.1 0.0571
H 2.821759 2.251522 -2.948147 0.0 0.0 0.1 0.0644
H 1.067399 2.358510 -2.663149 0.0 0.1 0.0 0.0477
H 1.724561 1.014632 -3.597360 0.0 0.0 0.0 0.0348
```
Forces are in eV/Å.

As for the charge: +1. As for the expectation value of S²: 3.788. Its LUMO energy (alpha / beta) is -2.71 / -4.42 eV. The value obtained for the HOMO energy (alpha / beta) is -9.9 / -10.1 eV. The total energy comes out at -2431.08169 a.u. Its relative energy (zero: lowest compared OMol25 entry of this formula, charge and spin) is 30.8 kcal per mole. Its HOMO-LUMO gap (alpha / beta) is 7.237 / 5.654 eV. Its spin multiplicity is 4.

---

Q: Which value of spin multiplicity does entry 1 give?
A: 6